Entry 1:
Density functional theory data (the ωB97M-V functional and the def2-TZVPD basis) for C5H8MgO5Zn as an isolated structure at a distorted geometry.

The expectation value of S² is 0.75. As for the spin multiplicity: 2. The molecular weight is 237.81 g/mol. The calculation puts the calculated total energy at -69408.8274 eV. The highest occupied orbital energy (spin up / spin down) is -12.17 / -12.17 eV. The value obtained for the max |F| is 4.25 eV/Å. As for the energy relative to the best compared isomer or geometry (same formula, charge and spin): 0.0 kcal per mole. The charge is +1.

XYZ file:
```
20
Properties=species:S:1:pos:R:3:forces:R:3:lowdin_spin:R:1
C -1.668 -1.398 1.000 3.3 -0.9 2.5 0.03
O -2.888 -1.321 1.191 2.8 2.4 0.5 0.22
O -0.948 -2.347 0.625 -1.0 1.1 -0.5 0.01
Zn -4.368 -2.055 0.700 -3.5 -1.8 -1.1 0.72
O -0.795 -0.420 1.672 -1.1 -1.0 -0.7 0.01
C -1.010 0.972 1.401 -0.6 0.6 -0.5 0.00
C -0.587 1.174 -0.048 -1.4 -1.3 -0.4 0.00
O 0.679 0.576 -0.141 0.1 -0.2 0.6 0.00
C 1.372 0.599 -1.395 0.2 0.1 -0.6 0.00
C 2.633 -0.236 -1.173 0.3 0.3 -0.2 0.00
O 2.339 -1.448 -0.563 -0.7 -0.1 0.7 0.00
Mg 0.887 -1.398 0.654 0.5 0.3 -0.9 0.00
H -0.414 1.576 2.094 -0.1 -0.4 0.0 0.00
H -2.076 1.209 1.522 0.3 0.0 0.1 0.00
H -0.564 2.240 -0.315 -0.2 -0.4 -0.3 0.00
H -1.354 0.501 -0.665 1.3 1.8 0.6 0.00
H 1.594 1.639 -1.673 0.0 -0.2 0.1 0.00
H 0.721 0.140 -2.158 0.1 0.1 0.2 0.00
H 3.338 0.367 -0.564 -0.2 -0.2 -0.2 0.00
H 3.110 -0.371 -2.163 -0.1 0.0 0.3 0.00
```
Positions in Å, forces in eV/Å.

Entry 2:
Density functional theory data (the ωB97M-V functional and the def2-TZVPD basis) for an isolated ion of composition C5H8N and charge +1 at a distorted geometry.

The molecular weight is 82.13 g/mol. The calculation puts the calculated total energy at -6791.4269 eV. The highest occupied orbital energy (spin up / spin down) is -14.88 / -14.88 eV. The value obtained for the max |F| is 4.75 eV/Å. As for the energy relative to the best compared isomer or geometry (same formula, charge and spin): 153.6 kcal per mole. The charge is +1.

XYZ file:
```
14
Properties=species:S:1:pos:R:3:forces:R:3:nbo_charge:R:1
C -2.574 -0.697 0.428 -2.0 -1.4 1.3 0.27
C -1.752 -0.021 -0.220 3.1 1.7 -1.1 -0.47
C -0.512 0.478 -0.200 -1.2 3.4 1.3 0.37
C -0.034 1.915 0.119 -3.9 -0.2 -2.7 -0.68
C 0.605 -1.624 0.358 -0.2 -1.1 0.3 -0.43
N 0.576 -0.395 -0.531 -2.1 -1.6 0.3 -0.54
H -0.822 2.741 -0.137 1.4 -1.8 -0.2 0.30
H 0.877 2.049 -0.357 1.6 0.7 -1.3 0.22
H 0.147 2.170 1.085 0.4 -0.2 3.4 0.28
H 0.388 -1.501 1.441 1.1 0.9 -0.7 0.27
H -0.172 -2.375 0.138 0.2 0.7 -0.9 0.27
H 1.546 -1.976 -0.010 0.8 -1.1 1.1 0.23
H 0.250 -0.763 -1.401 0.1 -0.6 -1.3 0.46
H 1.477 -0.001 -0.713 0.7 0.7 0.4 0.45
```
Positions in Å, forces in eV/Å.

Entry 3:
Density functional theory data (the ωB97M-V functional and the def2-TZVPD basis) for an isolated ion of composition C5H8N and charge +1 at a distorted geometry.

The molecular weight is 82.13 g/mol. The calculation puts the calculated total energy at -6793.7739 eV. The highest occupied orbital energy is -15.85 eV. The value obtained for the max |F| is 3.94 eV/Å. As for the energy relative to the best compared isomer or geometry (same formula, charge and spin): 99.5 kcal per mole. The charge is +1.

XYZ file:
```
14
Properties=species:S:1:pos:R:3:forces:R:3:nbo_charge:R:1
C 1.737 -0.454 0.678 -0.5 -0.3 0.1 0.35
C 1.411 -1.567 -0.201 -3.3 1.1 0.1 -0.46
C -0.221 -0.814 0.144 3.1 -1.8 -1.6 0.02
C -0.291 0.542 -0.335 -0.7 -0.5 -0.9 -0.02
C -1.455 1.411 0.011 0.0 0.2 0.0 -0.62
N 0.655 0.281 0.798 1.1 1.3 1.8 -0.34
H 2.599 -0.299 1.315 0.2 0.2 0.1 0.25
H 1.578 -1.405 -1.261 0.2 0.1 -0.2 0.29
H 1.604 -2.585 0.110 0.1 -0.1 0.1 0.28
H -0.906 -1.356 0.769 -0.1 0.1 0.3 0.27
H 0.231 0.805 -1.253 0.1 -0.2 0.1 0.25
H -2.220 1.282 -0.755 0.0 0.0 0.0 0.26
H -1.152 2.458 0.015 0.0 0.0 0.0 0.25
H -1.880 1.155 0.977 0.0 0.0 0.1 0.24
```
Positions in Å, forces in eV/Å.

Entry 4:
Density functional theory data (the ωB97M-V functional and the def2-TZVPD basis) for an isolated ion of composition C5H8N and charge +1 at a distorted geometry.

The molecular weight is 82.13 g/mol. The calculation puts the calculated total energy at -6795.6850 eV. The highest occupied orbital energy is -14.90 eV. The value obtained for the max |F| is 2.69 eV/Å. As for the energy relative to the best compared isomer or geometry (same formula, charge and spin): 55.4 kcal per mole. The charge is +1.

XYZ file:
```
14
Properties=species:S:1:pos:R:3:forces:R:3:nbo_charge:R:1
C 1.901 -1.019 0.165 -0.3 0.3 0.0 -0.28
C 1.482 0.206 -0.124 1.4 -0.4 0.1 -0.08
C -0.253 1.784 0.082 0.0 0.2 0.0 0.12
C -2.123 -0.727 0.143 2.1 1.4 0.1 -0.30
C -0.884 -0.488 -0.336 -0.5 -1.0 -0.5 -0.08
N 0.127 0.578 -0.109 -2.6 -0.4 0.5 -0.26
H 2.950 -1.258 0.178 0.2 0.1 -0.1 0.25
H 1.226 -1.817 0.427 -0.2 -0.1 0.0 0.23
H 2.158 1.023 -0.341 -0.1 0.0 0.0 0.24
H -1.306 2.024 0.093 -0.1 -0.1 -0.1 0.23
H 0.471 2.573 0.230 0.2 -0.1 0.0 0.23
H -2.600 -0.123 0.896 -0.1 0.1 0.2 0.22
H -2.658 -1.579 -0.231 0.0 -0.2 -0.2 0.25
H -0.492 -1.178 -1.074 0.1 0.1 0.0 0.23
```
Positions in Å, forces in eV/Å.

Entry 5:
Density functional theory data (the ωB97M-V functional and the def2-TZVPD basis) for an isolated ion of composition C5H8N and charge +1 at a distorted geometry.

The molecular weight is 82.13 g/mol. The calculation puts the calculated total energy at -6789.9059 eV. The highest occupied orbital energy is -14.05 eV. The value obtained for the max |F| is 6.31 eV/Å. As for the energy relative to the best compared isomer or geometry (same formula, charge and spin): 188.7 kcal per mole. The charge is +1.

XYZ file:
```
14
Properties=species:S:1:pos:R:3:forces:R:3:nbo_charge:R:1
C 1.887 -0.356 -0.595 1.1 1.6 -3.2 -0.36
C -1.752 -0.868 0.656 -1.3 2.0 3.3 -0.67
C 1.067 -0.692 0.315 -6.0 -2.0 -0.1 -0.15
C -2.078 -0.836 -0.690 2.7 -0.4 -0.9 0.30
C -0.556 -0.452 -0.192 0.7 1.7 -0.1 -0.06
N -0.349 1.062 -0.655 -3.5 0.8 2.7 -0.74
H 1.524 0.017 -1.636 1.4 -1.0 1.7 0.20
H 2.900 -0.284 -0.326 1.5 -0.2 -0.4 0.25
H -2.498 -0.211 1.273 1.1 -0.9 -0.9 0.29
H -1.320 -1.531 1.389 0.0 -0.8 -0.1 0.34
H 1.227 -1.268 1.207 0.1 0.3 0.4 0.25
H -0.333 1.742 0.253 0.5 -1.9 -2.9 0.46
H -1.150 1.403 -1.264 1.2 -0.6 0.6 0.46
H 0.519 0.923 -1.142 0.4 1.4 -0.2 0.44
```
Positions in Å, forces in eV/Å.

Entry 6:
Density functional theory data (the ωB97M-V functional and the def2-TZVPD basis) for an isolated ion of composition C5H8N and charge +1 at a distorted geometry.

The molecular weight is 82.13 g/mol. The calculation puts the calculated total energy at -6792.4152 eV. The highest occupied orbital energy is -13.31 eV. The value obtained for the max |F| is 3.82 eV/Å. As for the energy relative to the best compared isomer or geometry (same formula, charge and spin): 130.8 kcal per mole. The charge is +1.

XYZ file:
```
14
Properties=species:S:1:pos:R:3:forces:R:3:nbo_charge:R:1
C 0.284 -0.769 -0.163 1.2 -1.9 0.7 -0.12
C 0.768 -1.806 -0.801 0.6 -0.4 0.2 -0.23
C 2.047 -1.367 -0.193 -3.3 1.8 0.5 -0.23
C -1.026 -0.030 0.160 0.8 -2.6 -1.2 -0.08
C -0.889 1.262 -0.531 -0.6 0.3 -2.9 -0.22
N -0.823 1.208 0.926 3.3 0.9 1.3 -0.53
H 2.346 -1.689 0.773 0.3 -0.4 0.5 0.21
H 2.698 -0.829 -0.822 0.8 0.8 -0.3 0.20
H -1.912 -0.703 0.383 1.0 1.4 -0.5 0.29
H -1.789 1.735 -0.924 0.2 0.1 0.4 0.26
H 0.001 1.353 -1.262 -1.2 0.2 2.0 0.28
H 0.823 -2.657 -1.475 -1.5 0.2 0.0 0.25
H -1.436 1.821 1.453 -0.8 -0.6 0.0 0.47
H 0.126 1.205 1.370 -0.8 0.2 -0.6 0.46
```
Positions in Å, forces in eV/Å.

Entry 7:
Density functional theory data (the ωB97M-V functional and the def2-TZVPD basis) for an isolated ion of composition C5H8N and charge +1 at a distorted geometry.

The molecular weight is 82.13 g/mol. The calculation puts the calculated total energy at -6792.7115 eV. The highest occupied orbital energy is -16.13 eV. The value obtained for the max |F| is 3.55 eV/Å. As for the energy relative to the best compared isomer or geometry (same formula, charge and spin): 124.0 kcal per mole. The charge is +1.

XYZ file:
```
14
Properties=species:S:1:pos:R:3:forces:R:3:nbo_charge:R:1
C 1.132 -0.884 0.376 -1.7 0.9 1.0 0.45
C 0.164 -1.241 -0.668 1.2 -0.2 -0.7 -0.45
C 2.199 -0.023 0.708 -0.9 -1.9 0.8 -0.24
C -0.107 0.272 -0.220 -3.4 0.8 -0.3 -0.05
C -1.527 0.372 0.386 -0.5 2.4 -1.9 -0.61
N 0.738 0.329 1.005 1.2 -2.2 -0.8 -0.22
H 0.649 -1.588 -1.648 -0.8 0.6 1.5 0.30
H -0.790 -1.742 -0.429 0.9 0.0 0.0 0.31
H 2.621 -0.290 1.634 0.7 0.0 1.1 0.27
H 2.846 0.236 -0.036 1.5 1.7 -2.0 0.24
H 0.009 1.095 -0.902 1.0 -0.1 -0.6 0.27
H -2.419 0.323 -0.350 1.8 -0.2 1.1 0.26
H -1.518 1.395 0.836 -0.3 -0.7 -0.3 0.25
H -1.605 -0.297 1.184 -0.4 -1.3 1.1 0.23
```
Positions in Å, forces in eV/Å.

Entry 8:
Density functional theory data (the ωB97M-V functional and the def2-TZVPD basis) for an isolated ion of composition C5H8N and charge +1 at a distorted geometry.

The molecular weight is 82.13 g/mol. The calculation puts the calculated total energy at -6793.4689 eV. The highest occupied orbital energy (spin up / spin down) is -14.99 / -14.98 eV. The value obtained for the max |F| is 4.15 eV/Å. As for the energy relative to the best compared isomer or geometry (same formula, charge and spin): 106.5 kcal per mole. The charge is +1.

XYZ file:
```
14
Properties=species:S:1:pos:R:3:forces:R:3:nbo_charge:R:1
C -1.719 -0.717 -0.284 3.1 -0.2 0.2 0.01
C 0.661 0.707 -0.414 1.7 0.4 3.0 -0.42
C 0.749 -0.787 0.189 -0.6 3.2 -0.3 -0.58
C -0.625 1.385 0.133 2.5 -1.0 0.3 -0.31
C -0.467 -1.497 -0.034 -2.4 1.9 2.8 0.23
N -1.681 0.505 0.050 -2.0 -0.3 1.1 -0.13
H -2.599 -1.250 -0.172 -1.9 -0.9 -0.6 0.23
H 1.488 1.178 0.176 -0.4 0.0 -1.0 0.23
H 0.905 0.890 -1.417 -0.1 -0.4 -1.6 0.25
H 1.554 -1.406 -0.068 1.7 -0.9 -1.3 0.33
H 1.188 -0.590 1.231 -1.6 -0.9 -0.5 0.34
H -0.345 1.734 1.168 -1.1 -0.8 -0.3 0.28
H -1.023 2.321 -0.212 0.4 0.7 -1.1 0.30
H -0.767 -2.351 0.591 0.8 -0.6 -0.9 0.25
```
Positions in Å, forces in eV/Å.